# 1
Entry from the Open Molecules 2025 dataset: 2 unconnected molecules or ions with the total composition CBrClFN3 in a non-equilibrium geometry (ωB97M-V with the def2-TZVPD basis set).

Output
**HOMO energy**: -11.0 eV
**Multiplicity**: 1
**LUMO energy**: -1.90 eV
**Gap between HOMO and LUMO**: 9.06 eV
**SMILES string**: N#C/N=N\Cl.FBr

```
7
CBrClFN3 (ωB97M-V with the def2-TZVPD basis set)
N 1.766 0.286 -1.249
C 1.087 0.404 -0.332
N 0.320 0.749 0.642
N 0.133 0.442 1.761
Cl 0.939 -1.038 2.428
F -2.989 -0.217 -1.487
Br -1.255 -0.626 -1.764
```



# 2
Entry from the Open Molecules 2025 dataset: a single CBrClNO2P molecule in a non-equilibrium geometry (ωB97M-V with the def2-TZVPD basis set).

Output
**HOMO energy**: -10.9 eV
**Multiplicity**: 1
**LUMO energy**: -2.57 eV
**Gap between HOMO and LUMO**: 8.29 eV
**SMILES string**: N#CO[P@](=O)(Cl)Br

```
7
CBrClNO2P (ωB97M-V with the def2-TZVPD basis set)
N 2.405 0.526 -1.675
C 1.739 0.233 -0.764
O 1.147 -0.005 0.356
P -0.910 -0.175 0.723
O -1.171 -0.015 2.129
Cl -1.376 -1.938 -0.291
Br -1.834 1.375 -0.478
```



# 3
Entry from the Open Molecules 2025 dataset: 2 unconnected molecules or ions with the total composition CBrFN2O4 in a non-equilibrium geometry (ωB97M-V with the def2-TZVPD basis set).

Output
**HOMO energy (alpha / beta)**: -10.8 / -11.2 eV
**Multiplicity**: 1
**LUMO energy (alpha / beta)**: -3.33 / -3.62 eV
**Gap between HOMO and LUMO (alpha / beta)**: 7.44 / 7.57 eV

```
9
CBrFN2O4 (ωB97M-V with the def2-TZVPD basis set)
C -0.356 -0.184 -0.174
N 0.996 -0.054 -0.561
N -1.266 0.954 -0.030
O 1.400 1.107 -0.736
O 1.724 -1.032 -0.569
O -1.267 1.823 -0.838
O -2.062 0.794 0.854
F -0.793 -1.278 0.389
Br 4.588 -0.432 0.322
```



# 4
Entry from the Open Molecules 2025 dataset: 2 unconnected molecules or ions with the total composition CBrNO4 in a non-equilibrium geometry (ωB97M-V with the def2-TZVPD basis set).

Output
**HOMO energy (alpha / beta)**: -10.8 / -10.6 eV
**Multiplicity**: 1
**LUMO energy (alpha / beta)**: -2.29 / -2.30 eV
**Gap between HOMO and LUMO (alpha / beta)**: 8.48 / 8.32 eV
**SMILES string**: O=NOBr.O=C=O

```
7
CBrNO4 (ωB97M-V with the def2-TZVPD basis set)
O 0.541 1.318 -0.741
N 0.600 0.342 -0.090
O 1.457 -0.359 0.329
Br 3.601 -0.163 0.058
O -1.820 -1.149 -0.661
C -2.072 -0.382 0.149
O -2.307 0.393 0.957
```



Copy entry 2 word for word.
Entry from the Open Molecules 2025 dataset: a single CBrClNO2P molecule in a non-equilibrium geometry (ωB97M-V with the def2-TZVPD basis set).

Output
**HOMO energy**: -10.9 eV
**Multiplicity**: 1
**LUMO energy**: -2.57 eV
**Gap between HOMO and LUMO**: 8.29 eV
**SMILES string**: N#CO[P@](=O)(Cl)Br

```
7
CBrClNO2P (ωB97M-V with the def2-TZVPD basis set)
N 2.405 0.526 -1.675
C 1.739 0.233 -0.764
O 1.147 -0.005 0.356
P -0.910 -0.175 0.723
O -1.171 -0.015 2.129
Cl -1.376 -1.938 -0.291
Br -1.834 1.375 -0.478
```



What did the third record say?
Entry from the Open Molecules 2025 dataset: 2 unconnected molecules or ions with the total composition CBrFN2O4 in a non-equilibrium geometry (ωB97M-V with the def2-TZVPD basis set).

Output
**HOMO energy (alpha / beta)**: -10.8 / -11.2 eV
**Multiplicity**: 1
**LUMO energy (alpha / beta)**: -3.33 / -3.62 eV
**Gap between HOMO and LUMO (alpha / beta)**: 7.44 / 7.57 eV

```
9
CBrFN2O4 (ωB97M-V with the def2-TZVPD basis set)
C -0.356 -0.184 -0.174
N 0.996 -0.054 -0.561
N -1.266 0.954 -0.030
O 1.400 1.107 -0.736
O 1.724 -1.032 -0.569
O -1.267 1.823 -0.838
O -2.062 0.794 0.854
F -0.793 -1.278 0.389
Br 4.588 -0.432 0.322
```